DFT (wB97M-V/def2-TZVPD) results for C7H18AlBr4FO5Si2 as an isolated structure at a distorted geometry.

Positions of all 38 atoms, in Å:
1 C -0.807 -0.634 -0.094
2 C 0.236 -1.561 0.500
3 C 1.352 -1.770 -0.523
4 Br 2.135 -3.464 -0.418
5 Si 2.740 -0.448 -0.109
6 O 1.973 0.948 0.277
7 Si 2.167 1.824 1.643
8 H -1.356 -1.151 -0.872
9 H -0.336 0.245 -0.535
10 H -1.476 -0.293 0.686
11 H -0.188 -2.540 0.734
12 H 0.633 -1.110 1.408
13 H 1.036 -1.555 -1.537
14 H 3.452 -0.255 -1.384
15 H 3.695 -0.922 0.905
16 H 1.984 3.245 1.267
17 H 3.434 1.607 2.356
18 H 1.073 1.528 2.628
19 Al 0.283 3.439 3.531
20 C -1.624 4.261 -1.931
21 C -1.633 2.998 -1.100
22 O -1.654 3.493 0.212
23 C -2.181 4.768 0.198
24 O -2.453 5.353 1.189
25 O -2.307 5.192 -1.058
26 H -2.140 4.158 -2.880
27 H -0.616 4.635 -2.114
28 H -2.522 2.376 -1.269
29 H -0.714 2.346 -1.251
30 O -1.722 -2.500 -2.703
31 H -1.440 -2.274 -3.597
32 H -1.036 -3.093 -2.380
33 C -0.076 -6.189 1.952
34 Br -1.105 -4.991 0.839
35 Br 1.033 -5.216 3.171
36 Br -1.274 -7.373 2.830
37 H 0.563 -6.766 1.301
38 F 0.871 1.689 -1.873

**DFT total energy**: -11870.21407 hartree
**Net charge**: +2
**ΔE to the lowest compared entry with this formula, charge and spin**: 0.0 kcal/mol
**Strongest force on any atom**: 1.5 eV/A
**E_LUMO**: -12.5 eV
**Kohn-Sham gap**: 2.539 eV
**Spin multiplicity**: 1



DFT (wB97M-V/def2-TZVPD) results for C7H18AlInOS as an isolated structure at a distorted geometry.

Positions of all 29 atoms, in Å:
1 C -1.586 -1.824 -2.189
2 C -1.755 -1.275 -0.769
3 C -1.725 0.246 -0.618
4 C -0.567 0.992 -1.281
5 C 0.415 1.660 -0.411
6 In 2.054 0.101 0.108
7 S 1.815 -2.153 -0.764
8 C 1.724 -0.061 2.334
9 C 1.709 1.306 3.007
10 O 1.809 2.418 2.132
11 H -1.291 -1.072 -2.907
12 H -2.522 -2.227 -2.584
13 H -0.885 -2.648 -2.205
14 H -1.063 -1.758 -0.089
15 H -2.763 -1.577 -0.420
16 H -1.736 0.491 0.440
17 H -2.652 0.642 -1.020
18 H -0.965 1.892 -1.781
19 H -0.078 0.420 -2.066
20 H 0.019 2.095 0.490
21 H 1.031 2.396 -0.917
22 H 3.545 0.830 -0.419
23 H 1.680 -1.889 -2.061
24 H 0.842 -0.645 2.555
25 H 2.609 -0.648 2.578
26 H 2.557 1.316 3.686
27 H 0.809 1.393 3.604
28 H 1.021 2.944 2.223
29 Al -4.052 -3.366 -0.658

**DFT total energy**: -1182.67434 hartree
**Net charge**: +2
**Strongest force on any atom**: 2.4 eV/A
**E_LUMO**: -10.7 eV
**Kohn-Sham gap**: 4.501 eV
**Spin multiplicity**: 1



DFT (wB97M-V/def2-TZVPD) results for C7H18BrI2LaOP2 as an isolated structure at a distorted geometry.

Positions of all 32 atoms, in Å:
1 I 0.328 -2.746 -2.969
2 I -0.469 2.160 -2.403
3 La 0.056 -0.491 -1.057
4 P -2.692 -0.050 0.169
5 C -3.749 1.403 0.500
6 C -3.344 -0.547 -1.484
7 H -4.427 -0.672 -1.365
8 H -4.617 -1.285 0.984
9 H -2.885 -1.490 -1.816
10 H -3.111 -2.266 1.076
11 H -3.508 2.194 -0.219
12 H -3.117 0.251 -2.205
13 C -3.547 -1.272 1.231
14 H -4.808 1.124 0.422
15 H -3.409 -0.981 2.280
16 H -3.530 1.752 1.517
17 P 2.684 0.086 0.171
18 C 3.697 1.553 0.540
19 C 3.543 -1.128 1.236
20 H 2.950 -1.325 -1.848
21 H 4.443 -0.453 -1.323
22 H 3.136 0.428 -2.202
23 C 3.362 -0.370 -1.482
24 H 3.130 -2.130 1.073
25 H 4.612 -1.112 0.995
26 H 4.760 1.293 0.462
27 H 3.463 1.883 1.561
28 H 3.390 -0.846 2.284
29 H 3.446 2.353 -0.168
30 C 0.164 1.608 0.862
31 O 0.053 2.499 1.574
32 Br -0.006 -1.423 1.605

**DFT total energy**: -4235.90108 hartree
**Net charge**: +2
**ΔE to the lowest compared entry with this formula, charge and spin**: 9.9 kcal/mol
**Strongest force on any atom**: 3.5 eV/A
**E_LUMO (spin up / spin down)**: -11.3 / -11.5 eV
**Kohn-Sham gap (spin up / spin down)**: 4.093 / 3.857 eV
**Spin multiplicity**: 1



DFT (wB97M-V/def2-TZVPD) results for a 7-piece molecular cluster, C7H18Cl6N4O8 overall at a distorted geometry.

Positions of all 43 atoms, in Å:
1 C 0.671 0.241 -5.171
2 N 1.840 -0.530 -5.645
3 O 2.094 -1.601 -5.043
4 O 2.452 -0.162 -6.642
5 H 0.143 0.624 -6.044
6 H 1.033 1.006 -4.484
7 H 0.032 -0.495 -4.684
8 C -0.052 -3.183 1.887
9 N 0.417 -3.223 3.291
10 O -0.252 -3.917 4.028
11 O 1.349 -2.499 3.631
12 H -0.648 -2.284 1.731
13 H -0.641 -4.085 1.719
14 H 0.783 -3.264 1.191
15 C -2.433 -2.246 -2.645
16 N -1.035 -2.217 -2.072
17 O -0.155 -2.268 -2.875
18 O -0.851 -2.103 -0.902
19 H -2.609 -1.254 -3.060
20 H -3.213 -2.534 -1.940
21 H -2.467 -2.980 -3.451
22 C -2.388 1.583 -0.085
23 N -2.203 1.049 1.277
24 O -3.069 1.259 2.116
25 O -1.215 0.417 1.481
26 H -2.987 2.493 -0.037
27 H -2.882 0.793 -0.650
28 H -1.396 1.822 -0.467
29 C 1.054 0.770 4.285
30 Cl 0.292 2.142 5.112
31 Cl 2.434 1.263 3.339
32 H 1.320 -0.071 4.925
33 H 0.351 0.381 3.548
34 C 1.394 4.679 2.649
35 Cl 0.665 3.575 1.396
36 Cl 0.230 6.086 2.934
37 H 1.549 4.155 3.591
38 H 2.338 5.115 2.323
39 C 1.516 0.346 -0.024
40 Cl 1.936 0.831 -1.736
41 Cl 2.513 -0.924 0.724
42 H 1.589 1.249 0.582
43 H 0.500 -0.040 -0.102

**DFT total energy**: -3859.19925 hartree
**SMILES**: C[N+](=O)[O-].C[N+](=O)[O-].C[N+](=O)[O-].C[N+](=O)[O-].ClCCl.ClCCl.ClCCl
**ΔE to the lowest compared entry with this formula, charge and spin**: 11.4 kcal/mol
**Strongest force on any atom**: 3.0 eV/A
**E_LUMO**: -0.4 eV
**Kohn-Sham gap**: 10.277 eV
**Spin multiplicity**: 1



DFT (wB97M-V/def2-TZVPD) results for a 2-piece molecular cluster, C7H18ClF6N2O2PS2 overall at a distorted geometry.

Positions of all 39 atoms, in Å:
1 C -1.199 -2.721 -0.425
2 N -0.047 -2.193 0.299
3 C 0.845 -1.292 -0.332
4 S 1.133 0.230 0.690
5 C 2.229 1.124 -0.408
6 N 1.586 1.603 -1.625
7 C -0.264 1.390 0.704
8 C -1.705 0.868 0.711
9 C -2.385 0.868 -0.667
10 C -3.803 1.450 -0.681
11 S -5.071 0.352 -1.227
12 O -4.631 -0.355 -2.388
13 O -6.339 0.988 -1.110
14 Cl -4.981 -0.994 0.305
15 H -2.134 -2.473 0.077
16 H -1.228 -2.310 -1.439
17 H -1.142 -3.808 -0.518
18 H 0.457 -2.922 0.777
19 H 1.892 -1.626 -0.324
20 H 0.565 -1.038 -1.357
21 H 2.588 1.950 0.208
22 H 3.053 0.424 -0.555
23 H 0.794 1.052 -1.930
24 H 2.255 1.618 -2.384
25 H -0.097 2.082 -0.125
26 H -0.050 1.925 1.633
27 H -1.760 -0.124 1.167
28 H -2.248 1.542 1.383
29 H -1.783 1.458 -1.368
30 H -2.406 -0.141 -1.078
31 H -4.143 1.813 0.292
32 H -3.907 2.269 -1.405
33 F 4.869 0.066 3.447
34 P 4.887 -0.435 1.902
35 F 3.819 0.863 1.721
36 F 4.089 -1.770 2.419
37 F 5.843 0.452 0.920
38 F 4.171 -0.955 0.434
39 F 6.250 -1.232 2.258

**DFT total energy**: -2734.71512 hartree
**Strongest force on any atom**: 1.2 eV/A
**E_LUMO**: -0.3 eV
**Kohn-Sham gap**: 10.183 eV
**Spin multiplicity**: 1



DFT (wB97M-V/def2-TZVPD) results for C7H18ClI2O2P2Yb as an isolated structure at a distorted geometry.

Positions of all 33 atoms, in Å:
1 I 0.385 -1.154 -2.697
2 I -1.629 -2.965 -1.421
3 Yb -1.293 -0.339 1.942
4 P -1.692 0.380 -2.702
5 C -2.287 -0.064 -4.359
6 C -3.175 0.372 -1.647
7 H -1.012 2.520 -1.788
8 H -1.999 2.710 -3.288
9 H -0.284 2.225 -3.383
10 C -1.204 2.132 -2.794
11 H -2.971 0.857 -0.684
12 H -3.972 0.928 -2.164
13 H -3.079 0.625 -4.681
14 H -2.675 -1.094 -4.349
15 H -3.504 -0.652 -1.460
16 H -1.459 -0.021 -5.076
17 C 0.906 -4.045 -1.430
18 O 1.709 -4.798 -1.327
19 Cl -1.089 1.780 0.805
20 C 2.599 -1.261 4.011
21 P 1.801 -0.233 2.788
22 C 3.009 0.368 1.624
23 C 1.129 1.208 3.638
24 O 0.701 -1.045 2.082
25 H 2.382 -0.906 5.027
26 H 3.688 -1.224 3.847
27 H 2.222 -2.284 3.865
28 H 3.787 -0.406 1.562
29 H 2.521 0.555 0.655
30 H 3.448 1.304 1.993
31 H 0.374 1.717 2.992
32 H 0.705 0.892 4.610
33 H 1.957 1.919 3.810

**DFT total energy**: -3324.51067 hartree
**Net charge**: +2
**ΔE to the lowest compared entry with this formula, charge and spin**: 12.3 kcal/mol
**Strongest force on any atom**: 2.5 eV/A
**E_LUMO (spin up / spin down)**: -7.9 / -8.3 eV
**Kohn-Sham gap (spin up / spin down)**: 6.764 / 6.351 eV
**Spin multiplicity**: 2



Repeat the sixth record exactly.
DFT (wB97M-V/def2-TZVPD) results for C7H18ClI2O2P2Yb as an isolated structure at a distorted geometry.

Positions of all 33 atoms, in Å:
1 I 0.385 -1.154 -2.697
2 I -1.629 -2.965 -1.421
3 Yb -1.293 -0.339 1.942
4 P -1.692 0.380 -2.702
5 C -2.287 -0.064 -4.359
6 C -3.175 0.372 -1.647
7 H -1.012 2.520 -1.788
8 H -1.999 2.710 -3.288
9 H -0.284 2.225 -3.383
10 C -1.204 2.132 -2.794
11 H -2.971 0.857 -0.684
12 H -3.972 0.928 -2.164
13 H -3.079 0.625 -4.681
14 H -2.675 -1.094 -4.349
15 H -3.504 -0.652 -1.460
16 H -1.459 -0.021 -5.076
17 C 0.906 -4.045 -1.430
18 O 1.709 -4.798 -1.327
19 Cl -1.089 1.780 0.805
20 C 2.599 -1.261 4.011
21 P 1.801 -0.233 2.788
22 C 3.009 0.368 1.624
23 C 1.129 1.208 3.638
24 O 0.701 -1.045 2.082
25 H 2.382 -0.906 5.027
26 H 3.688 -1.224 3.847
27 H 2.222 -2.284 3.865
28 H 3.787 -0.406 1.562
29 H 2.521 0.555 0.655
30 H 3.448 1.304 1.993
31 H 0.374 1.717 2.992
32 H 0.705 0.892 4.610
33 H 1.957 1.919 3.810

**DFT total energy**: -3324.51067 hartree
**Net charge**: +2
**ΔE to the lowest compared entry with this formula, charge and spin**: 12.3 kcal/mol
**Strongest force on any atom**: 2.5 eV/A
**E_LUMO (spin up / spin down)**: -7.9 / -8.3 eV
**Kohn-Sham gap (spin up / spin down)**: 6.764 / 6.351 eV
**Spin multiplicity**: 2



spin multiplicity of number 2 (C7H18AlInOS)? 1



Which value of strongest force on any atom does entry 2 give? 2.4 eV/A



strongest force on any atom of number 6 (C7H18ClI2O2P2Yb)? 2.5 eV/A